{"formula": "C20H70N8O15", "method": "ωB97M-V with the def2-TZVPD basis set", "de_lowest_ev": 2.2187, "total_charge": 0, "spin_multiplicity": 1, "total_energy_ha": -2370.427124, "elements": ["C", "C", "O", "H", "H", "H", "H", "H", "H", "C", "C", "O", "H", "H", "H", "H", "H", "H", "C", "C", "O", "H", "H", "H", "H", "H", "H", "C", "C", "O", "H", "H", "H", "H", "H", "H", "C", "C", "O", "H", "H", "H", "H", "H", "H", "C", "O", "N", "N", "H", "H", "H", "H", "C", "O", "N", "N", "H", "H", "H", "H", "C", "O", "N", "N", "H", "H", "H", "H", "C", "O", "N", "N", "H", "H", "H", "H", "C", "O", "H", "H", "H", "H", "C", "O", "H", "H", "H", "H", "C", "O", "H", "H", "H", "H", "C", "O", "H", "H", "H", "H", "C", "O", "H", "H", "H", "H", "C", "O", "H", "H", "H", "H"], "xyz": [[-13.89, 0.61, -14.92], [-12.47, 1.13, -15.26], [-11.69, 1.13, -14.09], [-13.74, -0.19, -14.16], [-14.45, 0.17, -15.76], [-14.38, 1.43, -14.44], [-12.54, 2.16, -15.71], [-12.08, 0.44, -16.03], [-10.94, 0.51, -14.16], [-14.74, 3.23, -17.37], [-14.12, 4.52, -17.05], [-15.10, 5.45, -17.11], [-15.68, 3.07, -16.83], [-14.05, 2.37, -17.24], [-14.99, 3.28, -18.43], [-13.24, 4.76, -17.74], [-13.78, 4.53, -16.05], [-14.79, 6.23, -16.66], [-15.96, 0.86, -12.28], [-14.72, 0.58, -11.53], [-14.60, 1.61, -10.64], [-15.99, 0.11, -13.02], [-16.02, 1.71, -12.88], [-16.81, 0.82, -11.72], [-13.87, 0.64, -12.22], [-14.69, -0.40, -11.09], [-13.70, 1.98, -10.72], [-18.36, -1.59, -12.71], [-17.96, -2.20, -14.06], [-16.74, -1.75, -14.61], [-17.60, -1.88, -11.97], [-19.30, -2.09, -12.38], [-18.49, -0.59, -12.81], [-18.77, -2.02, -14.74], [-17.92, -3.30, -14.00], [-16.84, -0.84, -14.91], [-19.24, 2.33, -10.95], [-19.77, 1.05, -10.18], [-21.19, 1.08, -10.15], [-19.25, 2.08, -12.05], [-18.23, 2.49, -10.61], [-19.83, 3.24, -10.78], [-19.51, 1.36, -9.15], [-19.36, 0.01, -10.38], [-21.58, 0.92, -9.28], [-21.59, 0.23, -13.30], [-21.48, -0.88, -12.50], [-21.78, 1.40, -12.84], [-21.45, 0.12, -14.59], [-21.56, 1.57, -11.85], [-21.66, 2.31, -13.35], [-21.50, -0.86, -14.88], [-21.57, 0.85, -15.31], [-18.16, 0.53, -15.74], [-18.81, -0.20, -16.74], [-16.89, 0.82, -15.77], [-18.83, 1.16, -14.72], [-16.36, 0.55, -16.64], [-16.56, 1.48, -15.03], [-19.84, 0.91, -14.52], [-18.33, 1.72, -14.04], [-21.03, 4.52, -13.05], [-19.66, 4.77, -12.93], [-21.85, 5.03, -12.21], [-21.48, 3.79, -14.05], [-21.54, 5.55, -11.37], [-22.84, 4.72, -12.19], [-20.74, 3.70, -14.76], [-22.40, 3.76, -14.44], [-20.73, 2.90, -16.92], [-21.36, 1.66, -16.87], [-19.74, 3.28, -16.12], [-21.00, 3.76, -17.84], [-19.38, 2.50, -15.55], [-19.27, 4.18, -16.21], [-21.75, 3.48, -18.51], [-20.60, 4.70, -17.86], [-18.75, -4.52, -16.89], [-18.94, -3.16, -17.19], [-19.52, -4.84, -16.20], [-17.69, -4.62, -16.60], [-18.79, -5.07, -17.80], [-18.12, -2.70, -17.38], [-16.64, 3.82, -14.54], [-17.63, 3.31, -13.75], [-16.16, 4.80, -14.30], [-17.20, 4.01, -15.47], [-15.87, 3.07, -14.70], [-18.20, 4.02, -13.47], [-20.98, 0.13, -19.72], [-19.74, -0.21, -19.27], [-21.47, -0.85, -20.00], [-20.83, 0.71, -20.65], [-21.48, 0.78, -19.05], [-19.64, 0.11, -18.38], [-14.35, 0.09, -18.64], [-15.66, 0.24, -18.07], [-13.64, -0.09, -17.82], [-13.94, 1.00, -19.15], [-14.21, -0.70, -19.40], [-16.31, 0.13, -18.82], [-21.48, -3.31, -14.62], [-21.22, -2.35, -15.67], [-20.86, -2.98, -13.81], [-21.40, -4.30, -15.00], [-22.50, -3.22, -14.34], [-20.44, -2.57, -16.20], [-17.84, 2.62, -18.70], [-18.91, 3.01, -19.56], [-17.75, 3.34, -17.88], [-16.94, 2.59, -19.21], [-18.08, 1.72, -18.20], [-19.65, 3.34, -19.04]]}